1.
Entry from OMol25: 2 unconnected molecules or ions with the total composition C15H17BF3NO8 in a non-equilibrium geometry (ωB97M-V with the def2-TZVPD basis set).

Summary:
- LUMO: -1.90 eV
- Max |F|: 0.1182 Eh/bohr
- Calculated total energy: -1562.88713 Eh

Positions of all 45 atoms, in Å:
C -1.872 1.110 -3.794
C -3.116 1.455 -2.834
O -3.360 0.482 -1.784
C -2.468 0.608 -0.699
C -2.716 -0.351 0.524
C -1.730 -0.287 1.736
N -0.602 0.649 1.804
C 0.326 0.694 2.985
C -0.308 0.122 4.336
O -1.440 0.458 4.750
F 0.473 -0.795 5.131
C -0.321 1.560 0.684
C 0.912 2.581 0.642
C 1.779 2.245 -0.703
C 2.443 0.760 -0.609
C 4.039 0.961 -0.500
O 4.472 1.602 0.504
O 4.908 0.473 -1.525
C -1.257 1.579 -0.586
H -1.859 1.919 -4.627
H -1.883 0.050 -4.223
H -0.849 1.228 -3.257
H -4.047 1.508 -3.522
H -3.007 2.529 -2.408
H -3.594 -1.100 0.559
H -1.960 -1.043 2.579
H 1.342 0.199 2.723
H 0.593 1.802 3.201
H 1.649 2.486 1.508
H 0.519 3.657 0.583
H 2.605 3.043 -0.856
H 1.148 2.262 -1.656
H 2.208 0.173 -1.571
H 2.012 0.142 0.264
H 5.134 -0.476 -1.350
H -1.026 2.322 -1.426
B -0.113 -4.807 1.278
O 0.719 -5.069 0.091
C 0.685 -3.977 -0.668
O 1.267 -3.858 -1.722
C -0.156 -2.964 -0.029
O -0.395 -1.856 -0.459
O -0.634 -3.436 1.117
F 0.680 -4.895 2.469
F -1.198 -5.741 1.338

***

2.
Entry from OMol25: a gas-phase ion, C15H17BrN2O2P (charge +1) (ωB97M-V with the def2-TZVPD basis set).

Summary:
- LUMO: -4.71 eV
- Total charge: +1
- Max |F|: 0.0187 Eh/bohr
- Calculated total energy: -3756.98361 Eh

Positions of all 38 atoms, in Å:
C 3.963 -0.788 0.204
C 3.433 0.616 -0.069
C 4.056 1.171 -1.350
C 1.901 0.698 -0.189
C 1.120 -0.165 0.805
C -0.344 -0.349 0.489
C -0.917 -1.631 0.164
P -0.028 -3.238 -0.061
O 1.176 -2.641 -0.975
Br 0.852 -3.440 1.986
C -2.265 -1.800 -0.056
C -3.148 -0.716 0.052
C -4.541 -0.843 -0.119
C -5.339 0.234 0.023
N -4.785 1.435 0.337
C -3.490 1.616 0.510
C -2.611 0.553 0.362
C -1.210 0.711 0.548
N -0.757 2.012 0.956
C -0.476 2.791 0.052
O -0.246 3.589 -0.761
H 5.046 -0.808 0.146
H 3.544 -1.490 -0.514
H 3.678 -1.150 1.191
H 3.721 1.261 0.762
H 3.823 2.227 -1.469
H 3.666 0.617 -2.203
H 5.135 1.046 -1.338
H 1.594 0.494 -1.217
H 1.643 1.739 -0.002
H 1.570 -1.136 0.903
H 1.165 0.302 1.792
H 1.632 -3.351 -1.442
H -2.648 -2.779 -0.305
H -4.950 -1.811 -0.354
H -6.408 0.193 -0.088
H -5.400 2.228 0.455
H -3.152 2.604 0.771